C20H21N3O5 | wB97M-V/def2-TZVPD

Last column: Mulliken charge in e.
Element x y z (Å)
C  3.634  -6.221  2.178  -0.978
O  2.307  -5.758  2.222  -0.405
C  1.986  -4.601  1.556  1.221
C  2.927  -3.845  0.870  -0.479
C  2.574  -2.673  0.219  -1.146
C  1.271  -2.238  0.249  -0.772
C  0.298  -2.975  0.929  0.742
C  -1.079  -2.534  0.958  -0.538
N  -1.415  -1.369  0.555  -0.168
N  -2.705  -1.010  0.583  -0.210
C  -3.226  0.209  0.192  -0.064
O  -4.433  0.358  0.243  -0.678
C  -2.301  1.244  -0.250  0.931
C  -2.637  2.491  -0.731  -1.192
C  -1.426  3.157  -1.028  1.131
C  -1.137  4.439  -1.527  0.211
O  -2.187  5.271  -1.836  -0.527
C  -2.186  6.532  -1.192  -0.761
C  0.201  4.766  -1.719  0.520
O  0.596  5.994  -2.233  -0.556
C  0.231  6.200  -3.585  -0.729
C  1.222  3.866  -1.372  -0.384
C  0.961  2.620  -0.857  -0.950
C  -0.375  2.261  -0.701  -0.260
N  -0.934  1.118  -0.234  0.028
C  0.644  -4.173  1.586  0.111
O  -0.387  -4.790  2.223  -0.469
C  -0.274  -6.092  2.753  -0.815
H  4.326  -5.510  2.642  0.366
H  3.956  -6.431  1.154  0.377
H  3.634  -7.147  2.752  0.254
H  3.956  -4.165  0.841  0.396
H  3.329  -2.111  -0.308  0.377
H  0.976  -1.339  -0.266  0.502
H  -1.818  -3.237  1.345  0.412
H  -3.404  -1.685  0.904  0.248
H  -3.630  2.871  -0.858  0.551
H  -3.012  7.091  -1.629  0.252
H  -1.250  7.075  -1.344  0.318
H  -2.356  6.411  -0.117  0.307
H  0.553  7.210  -3.833  0.254
H  0.742  5.483  -4.237  0.326
H  -0.847  6.110  -3.737  0.278
H  2.238  4.195  -1.530  0.443
H  1.758  1.943  -0.590  0.483
H  -0.480  0.271  0.080  0.184
H  0.058  -6.808  1.999  0.329
H  0.403  -6.125  3.608  0.246
H  -1.283  -6.350  3.078  0.287

The value obtained for the energy is -1315.124421 hartree. As for the frontier orbital gap: 7.76 eV. As for the energy above the lowest of the compared OMol25 structures with the same formula, charge and spin: 89.7 kcal/mol. Its SMILES is COc1cccc(/C=N/NC(=O)c2cc3c(OC)c(OC)ccc3[nH]2)c1OC.

---

C20H21N3O5S2 | wB97M-V/def2-TZVPD

Last column: Mulliken charge in e.
Element x y z (Å)
C  -0.529  -2.598  -2.472  -1.545
C  -0.841  -1.352  -1.647  0.091
N  -2.059  -1.484  -0.889  0.524
C  -3.354  -1.361  -1.519  -0.797
C  -4.047  -2.710  -1.681  -1.261
S  -2.040  -1.419  0.754  1.397
O  -0.705  -1.696  1.201  -0.631
O  -3.107  -2.228  1.268  -0.745
C  -2.401  0.293  1.187  0.210
C  -2.936  0.548  2.436  -0.647
C  -3.140  1.859  2.834  -0.826
C  -2.775  2.899  1.995  -0.771
C  -2.209  2.633  0.751  0.299
C  -1.826  3.785  -0.106  -0.056
O  -2.560  4.717  -0.343  -0.627
N  -0.547  3.794  -0.633  -0.053
C  0.524  2.980  -0.394  0.348
N  0.515  1.833  0.164  -0.093
C  1.760  1.279  0.240  -1.013
C  2.058  0.042  0.794  -0.540
C  3.375  -0.389  0.798  0.488
C  4.393  0.398  0.224  0.428
C  4.102  1.640  -0.322  -0.696
C  2.793  2.074  -0.305  0.916
S  2.129  3.561  -0.923  -0.380
O  5.694  -0.024  0.171  -0.467
C  5.857  -1.401  0.436  -0.440
C  5.018  -1.802  1.646  -0.486
O  3.650  -1.598  1.375  -0.429
C  -2.049  1.316  0.333  0.131
H  -0.508  -3.468  -1.823  0.341
H  -1.279  -2.750  -3.244  0.322
H  0.442  -2.488  -2.948  0.466
H  -0.898  -0.474  -2.307  0.308
H  -0.049  -1.191  -0.916  -0.137
H  -3.974  -0.715  -0.886  0.368
H  -3.228  -0.871  -2.490  0.480
H  -3.464  -3.370  -2.318  0.279
H  -4.153  -3.170  -0.703  0.271
H  -5.032  -2.572  -2.121  0.445
H  -3.194  -0.286  3.068  0.502
H  -3.573  2.072  3.799  0.414
H  -2.918  3.925  2.297  0.469
H  -0.342  4.634  -1.165  0.262
H  1.281  -0.579  1.212  0.645
H  4.897  2.228  -0.748  0.460
H  6.922  -1.555  0.616  0.346
H  5.540  -1.989  -0.436  0.288
H  5.132  -2.862  1.877  0.342
H  5.323  -1.201  2.514  0.287
H  -1.666  1.091  -0.647  0.515

The value obtained for the energy is -2111.579510 hartree. As for the frontier orbital gap: 8.35 eV. As for the energy above the lowest of the compared OMol25 structures with the same formula, charge and spin: 25.0 kcal/mol. Its SMILES is CCN(CC)S(=O)(=O)c1cccc(C(=O)Nc2nc3cc4c(cc3s2)OCCO4)c1.

---

C20H21N3OS | wB97M-V/def2-TZVPD

Last column: Mulliken charge in e.
Element x y z (Å)
C  2.300  -4.339  0.535  -1.498
C  2.827  -2.980  0.180  0.839
C  4.141  -2.839  -0.247  -0.811
C  4.652  -1.595  -0.564  -1.021
C  3.842  -0.479  -0.488  -0.378
C  2.519  -0.601  -0.075  -0.303
N  1.661  0.522  0.008  0.625
C  2.231  1.787  0.413  -0.791
C  1.107  2.594  1.088  -1.092
N  -0.171  2.248  0.492  0.173
C  -1.186  1.854  1.298  0.216
O  -1.123  1.902  2.511  -0.662
C  -2.439  1.403  0.606  0.097
C  -2.834  0.066  0.719  -0.358
C  -4.008  -0.382  0.155  -0.814
C  -4.817  0.524  -0.525  -0.204
N  -6.006  0.245  -1.134  -0.664
C  -6.519  1.282  -1.663  -0.070
S  -5.619  2.776  -1.500  -0.192
C  -4.421  1.879  -0.616  0.539
C  -3.236  2.324  -0.056  0.105
C  -0.083  1.951  -0.916  -0.827
C  0.763  0.679  -1.121  -0.674
C  2.011  -1.854  0.287  0.863
C  0.613  -1.969  0.818  -1.458
H  1.374  -4.546  0.002  0.317
H  3.026  -5.108  0.285  0.391
H  2.092  -4.402  1.604  0.328
H  4.771  -3.713  -0.324  0.356
H  5.679  -1.496  -0.885  0.399
H  4.235  0.490  -0.757  0.448
H  2.647  2.354  -0.438  0.425
H  3.034  1.606  1.129  0.506
H  1.035  2.351  2.150  0.508
H  1.286  3.670  0.982  0.230
H  -2.202  -0.617  1.266  0.512
H  -4.317  -1.411  0.233  0.448
H  -7.452  1.282  -2.191  0.443
H  -2.945  3.361  -0.125  0.509
H  -1.076  1.817  -1.341  0.462
H  0.391  2.807  -1.407  0.390
H  1.314  0.757  -2.075  0.303
H  0.119  -0.202  -1.175  0.369
H  0.263  -0.992  1.139  0.170
H  -0.066  -2.358  0.057  0.367
H  0.584  -2.648  1.667  0.480

The value obtained for the energy is -1412.447503 hartree. As for the frontier orbital gap: 8.88 eV. As for the energy above the lowest of the compared OMol25 structures with the same formula, charge and spin: 11.1 kcal/mol. Its SMILES is Cc1cccc(N2CCN(C(=O)c3ccc4ncsc4c3)CC2)c1C.